26
Properties=species:S:1:pos:R:3:nbo_charge:R:1 method="wB97M-V/def2-TZVPD" energy_ha=-386.0903 charge=+1 mol_weight_g_mol=129.23 e_above_lowest_kj_mol=241.1 homo_energy_ev=-12.80 smiles="C/C=C(/C)[C@@](C)(N)C[NH3+]" spin_multiplicity=1
C 2.017 -0.347 0.263 -0.20
N -0.462 1.014 1.680 -0.85
H -0.106 -0.235 -1.685 0.46
H -1.876 -1.542 0.876 0.25
H -0.887 0.706 2.528 0.39
H 2.761 -1.117 0.141 0.23
H -0.340 -2.370 1.016 0.22
H 0.031 2.019 -0.531 0.24
H -1.528 0.210 -2.386 0.44
H 2.797 1.269 -0.766 0.24
C 0.745 -0.761 0.222 -0.04
H -0.135 -2.512 -0.914 0.22
H 3.374 1.217 0.883 0.25
H -0.147 1.046 -2.571 0.43
H 0.533 1.056 1.825 0.38
N -0.663 0.594 -1.923 -0.68
C 2.473 0.990 0.263 -0.67
H 1.744 1.729 0.622 0.21
C -0.786 1.301 -0.615 -0.26
C -0.727 0.208 0.478 0.13
C -2.077 -0.544 0.437 -0.64
H 1.195 -2.930 0.166 0.24
C 0.308 -2.247 0.049 -0.66
H -2.626 0.134 1.093 0.25
H -2.481 -0.462 -0.607 0.19
H -1.695 2.063 -0.650 0.25